{
  "formula": "C45H62BN8O4Se3W",
  "method": "ωB97M-V/def2-TZVPD",
  "symbols": ["W", "C", "C", "N", "N", "C", "B", "N", "C", "C", "C", "N", "N", "C", "C", "C", "N", "N", "C", "C", "C", "N", "H", "H", "H", "H", "H", "H", "H", "H", "H", "H", "H", "H", "C", "C", "C", "C", "C", "C", "C", "Se", "C", "C", "C", "C", "C", "C", "O", "C", "C", "C", "C", "C", "C", "C", "C", "C", "O", "C", "C", "C", "C", "C", "C", "H", "H", "H", "H", "H", "H", "H", "H", "H", "H", "H", "H", "H", "H", "H", "H", "H", "H", "H", "H", "H", "H", "H", "H", "H", "H", "H", "H", "H", "H", "H", "H", "H", "H", "H", "H", "H", "H", "H", "H", "O", "C", "C", "C", "O", "C", "Se", "C", "Se", "H", "H", "H", "H", "H", "H", "H", "H", "H", "H"],
  "positions_angstrom": [[-0.082, 0.781, 0.753], [-1.510, -2.264, 3.611], [-0.947, -1.843, 2.422], [-0.658, -0.534, 2.494], [-1.043, -0.100, 3.704], [-1.546, -1.124, 4.399], [-0.787, 1.364, 4.156], [0.667, 1.733, 3.738], [1.684, 2.046, 4.542], [2.773, 2.407, 3.771], [2.328, 2.280, 2.476], [1.039, 1.896, 2.440], [-1.695, 2.238, 3.275], [-2.682, 3.107, 3.523], [-3.345, 3.383, 2.344], [-2.683, 2.627, 1.396], [-1.681, 1.951, 1.955], [-0.961, 1.436, 5.653], [-1.782, 2.104, 6.519], [-1.478, 1.703, 7.785], [-0.430, 0.772, 7.614], [-0.115, 0.606, 6.343], [-1.838, -3.260, 3.874], [-0.729, -2.419, 1.537], [-1.874, -0.987, 5.418], [1.570, 1.975, 5.612], [3.749, 2.727, 4.105], [2.891, 2.498, 1.590], [-2.861, 3.502, 4.506], [-4.189, 4.041, 2.201], [-2.901, 2.540, 0.349], [-2.538, 2.803, 6.208], [-1.943, 2.030, 8.704], [0.106, 0.215, 8.373], [-3.266, -0.497, -5.648], [-4.082, 0.592, -4.932], [-5.439, 0.008, -4.501], [-4.336, 1.741, -5.909], [-3.297, 1.050, -3.702], [-3.121, 0.187, -2.623], [-2.340, 0.593, -1.561], [-2.121, -0.494, 0.007], [0.919, -2.113, -0.409], [0.831, -3.448, -0.747], [1.372, -4.392, 0.129], [2.077, -3.911, 1.237], [2.220, -2.561, 1.574], [1.533, -1.687, 0.751], [1.373, -0.343, 1.020], [3.079, -2.084, 2.759], [4.072, -1.011, 2.273], [2.179, -1.504, 3.861], [3.897, -3.235, 3.349], [1.292, -5.897, -0.156], [0.132, -6.224, -1.104], [2.614, -6.335, -0.809], [1.085, -6.683, 1.144], [-1.715, 1.838, -1.528], [-0.869, 2.005, -0.456], [-1.970, 2.785, -2.516], [-2.740, 2.325, -3.597], [-1.597, 4.285, -2.401], [-2.317, 5.119, -3.462], [-2.040, 4.810, -1.026], [-0.094, 4.541, -2.564], [-3.849, -0.925, -6.468], [-2.997, -1.309, -4.965], [-2.345, -0.081, -6.072], [-6.042, -0.212, -5.384], [-5.994, 0.716, -3.878], [-5.328, -0.927, -3.943], [-4.924, 1.372, -6.751], [-3.405, 2.148, -6.317], [-4.900, 2.555, -5.442], [-3.570, -0.802, -2.613], [0.340, -3.743, -1.667], [2.558, -4.634, 1.881], [3.565, -0.111, 1.925], [4.701, -1.398, 1.462], [4.728, -0.721, 3.098], [1.563, -0.689, 3.485], [2.792, -1.112, 4.678], [1.516, -2.272, 4.272], [4.504, -3.734, 2.587], [3.265, -3.982, 3.838], [4.576, -2.838, 4.106], [0.308, -5.853, -2.118], [-0.815, -5.811, -0.740], [0.018, -7.307, -1.177], [2.800, -5.775, -1.732], [2.576, -7.400, -1.060], [3.461, -6.174, -0.134], [0.174, -6.361, 1.661], [1.926, -6.585, 1.834], [0.983, -7.746, 0.913], [-2.947, 3.030, -4.391], [-3.401, 4.980, -3.429], [-1.965, 4.900, -4.475], [-2.113, 6.174, -3.270], [-3.113, 4.652, -0.875], [-1.847, 5.883, -0.962], [-1.499, 4.329, -0.212], [0.282, 4.148, -3.510], [0.471, 4.093, -1.748], [0.098, 5.618, -2.536], [5.028, 0.042, -2.528], [4.109, 0.294, -3.581], [2.757, 0.637, -2.942], [1.780, 0.901, -4.070], [0.568, 1.290, -3.440], [2.343, -0.552, -2.093], [0.459, -0.657, -1.570], [2.949, 1.895, -2.082], [1.868, 2.278, -0.514], [5.908, -0.102, -2.889], [3.983, -0.591, -4.213], [4.433, 1.124, -4.218], [1.649, -0.005, -4.672], [2.160, 1.697, -4.718], [-0.161, 1.352, -4.067], [2.928, -0.609, -1.179], [2.474, -1.483, -2.642], [2.828, 2.810, -2.662], [3.943, 1.889, -1.632]],
  "forces_ev_per_angstrom": [[-0.4, 1.0, 1.8], [-0.1, -0.1, 0.2], [0.1, -0.2, 0.1], [-0.2, 0.3, -1.0], [0.0, 0.0, 0.2], [-0.1, -0.1, 0.2], [0.0, 0.0, 0.1], [-0.1, 0.1, 0.2], [0.0, 0.0, 0.2], [0.2, 0.0, 0.1], [0.1, 0.2, 0.1], [-0.3, -0.5, -0.6], [0.0, 0.0, 0.3], [-0.1, 0.1, 0.1], [-0.2, 0.1, 0.1], [-0.3, 0.0, -0.1], [0.4, -0.2, -0.5], [0.1, 0.1, -0.3], [0.0, -0.1, -0.2], [0.1, -0.1, 0.2], [0.1, -0.1, 0.1], [-0.4, 0.2, 0.3], [0.1, 0.2, -0.1], [0.0, 0.0, 0.0], [0.1, 0.0, -0.1], [0.0, 0.0, -0.1], [-0.2, -0.1, 0.0], [0.1, 0.0, 0.0], [0.0, -0.1, -0.1], [0.1, -0.1, 0.0], [-0.1, 0.0, 0.1], [0.1, -0.1, 0.0], [0.1, -0.1, -0.1], [-0.1, 0.1, -0.1], [0.0, 0.0, 0.0], [0.0, 0.0, 0.0], [0.0, 0.0, 0.1], [0.0, 0.1, 0.0], [0.0, 0.1, -0.1], [-0.1, -0.1, 0.0], [0.0, -0.3, 0.1], [0.2, 0.1, -0.1], [-0.1, 0.0, -0.3], [-0.1, -0.1, 0.0], [0.1, 0.0, 0.0], [0.1, 0.0, 0.0], [0.2, -0.1, 0.4], [0.1, 0.2, -0.1], [0.6, -1.2, 0.2], [-0.1, 0.0, 0.0], [0.0, -0.1, -0.1], [0.1, 0.0, 0.0], [0.0, -0.1, 0.0], [0.0, 0.1, 0.0], [0.0, 0.1, 0.0], [0.0, 0.0, 0.0], [-0.1, 0.0, 0.1], [0.1, -0.3, -0.1], [-0.1, 0.4, -0.6], [-0.2, 0.4, 0.0], [0.0, 0.1, 0.0], [0.0, -0.1, 0.0], [-0.1, 0.0, -0.1], [0.0, 0.0, -0.1], [0.0, -0.1, 0.0], [0.1, 0.0, 0.1], [0.0, 0.1, -0.1], [-0.1, 0.0, 0.1], [0.0, 0.0, 0.0], [0.0, -0.1, -0.1], [0.0, 0.1, 0.0], [0.0, 0.0, 0.0], [-0.1, 0.0, 0.0], [0.1, -0.1, -0.1], [0.0, 0.1, 0.0], [0.0, 0.0, 0.1], [0.0, 0.0, 0.0], [0.0, 0.0, 0.0], [-0.1, 0.0, 0.1], [-0.1, 0.0, -0.1], [0.1, 0.0, 0.0], [0.0, -0.1, -0.1], [0.1, 0.1, 0.0], [0.0, 0.0, 0.1], [0.0, 0.1, -0.1], [-0.1, 0.0, 0.0], [0.0, 0.0, 0.1], [0.1, -0.1, 0.0], [0.0, 0.1, 0.0], [0.0, -0.1, 0.1], [0.0, 0.1, 0.0], [-0.1, 0.0, -0.1], [0.1, 0.0, 0.0], [-0.1, 0.0, -0.1], [0.0, 0.1, 0.0], [0.1, -0.1, 0.1], [0.1, 0.0, 0.0], [0.0, 0.0, 0.1], [0.0, -0.1, 0.0], [0.1, 0.0, 0.0], [0.0, -0.1, 0.0], [0.0, 0.0, 0.0], [0.0, 0.0, 0.0], [0.0, 0.0, 0.0], [0.0, -0.1, 0.0], [-0.2, 0.1, -0.1], [0.2, 0.0, 0.2], [0.2, 0.0, 0.1], [-0.2, 0.0, 0.0], [0.0, 0.2, -0.1], [0.0, 0.2, 0.0], [-0.3, -0.3, 0.1], [-0.1, -0.3, -0.1], [-0.1, 0.5, -0.3], [0.0, 0.0, 0.0], [0.0, 0.0, 0.0], [0.1, 0.0, 0.0], [0.0, 0.0, 0.0], [0.0, 0.0, 0.0], [-0.1, 0.0, 0.0], [0.1, 0.0, 0.0], [0.1, -0.1, 0.0], [0.1, 0.0, -0.1], [0.1, 0.0, -0.1]],
  "homo_ev": [-13.32, -13.31],
  "orbital_gap_ev": [5.80, 5.67],
  "largest_force_ev_per_a": 2.08,
  "de_lowest_ev": 1.218,
  "spin_multiplicity": 2,
  "total_charge": 2
}